Entry from the OMol25 dataset: 9 unconnected molecules or ions with the total composition C15H40O19S3 at a distorted geometry (wB97M-V/def2-TZVPD).

Its SMILES is CCOS(C)(=O)=O.CCOS(C)(=O)=O.CCOS(C)(=O)=O.O=C1OCCO1.O=C1OCCO1.O.O.O.O. The value obtained for the calculated total energy is -87608.161 eV. The orbital gap is 0.362 Eh. As for the charge: 0.

```
77
Properties=species:S:1:pos:R:3:forces:R:3
O -4.383 7.930 -21.124 -0.22 0.25 -0.01
H 2.136 13.763 -20.822 0.23 -0.10 0.39
O -0.052 11.217 -21.812 0.43 2.76 0.71
O -0.112 6.861 -28.525 -0.07 2.31 -2.65
H -1.468 8.392 -25.906 -0.04 0.74 -0.50
O -0.225 7.507 -31.067 -1.17 -0.62 4.12
C -6.628 10.419 -22.723 -0.65 -0.15 0.73
H -7.930 14.859 -23.241 -0.26 -0.75 -0.31
H 2.596 12.432 -21.860 -0.35 -0.22 -0.11
H 2.382 12.099 -20.123 -0.46 0.07 -0.02
O -4.130 4.447 -27.926 -0.23 -0.21 1.57
C -4.596 4.177 -29.193 -0.23 -0.08 -2.54
C 0.401 13.536 -23.633 -1.24 -0.08 -2.84
O -0.515 7.870 -21.716 -0.55 -0.09 0.27
O -2.685 11.786 -24.061 -0.61 0.82 -0.97
H 1.619 6.474 -32.524 -0.02 0.52 0.87
H -2.875 8.102 -23.376 -0.81 0.83 0.45
C -8.562 14.811 -22.354 0.24 -0.08 0.21
H -3.477 5.176 -30.860 0.47 0.14 0.53
H 1.990 14.868 -23.591 0.67 -0.03 -0.34
H -9.640 13.476 -20.990 0.66 -0.32 0.31
C 2.025 12.688 -20.967 -0.49 0.69 -0.39
C -1.259 9.271 -29.187 -0.22 -2.11 -0.65
H -3.417 7.731 -25.021 -0.64 0.30 0.25
H -1.286 9.865 -30.100 0.24 0.38 0.44
O -3.510 6.249 -26.704 -0.76 -1.09 -3.01
S -7.067 12.076 -23.109 0.59 2.19 -1.17
O -5.859 12.945 -23.098 -2.90 -1.97 -0.01
O -7.961 12.488 -21.781 0.80 -0.82 -0.49
C -2.635 10.673 -24.466 0.98 -0.95 2.12
H -4.613 14.090 -23.967 -0.21 -0.27 0.16
H -0.546 8.778 -32.631 0.05 -0.16 -0.26
H 1.657 7.695 -33.726 -0.25 0.14 -0.24
O -3.955 14.463 -24.553 0.24 0.67 -0.40
H -3.312 13.763 -24.670 0.05 -0.30 0.14
O -1.469 10.019 -24.560 2.92 1.90 -0.65
H -4.112 3.289 -29.600 -0.06 -0.12 0.30
S 0.061 8.012 -29.443 0.28 -0.49 0.58
H 0.636 15.666 -24.164 -0.58 -0.32 -0.51
H 2.115 6.158 -23.138 0.17 -0.18 0.16
C -9.063 13.404 -21.912 0.21 1.24 -1.71
H 1.556 6.889 -24.339 -0.05 0.11 -0.30
O -3.624 6.275 -29.004 -0.51 0.40 -1.07
O 1.415 6.754 -23.402 0.06 -0.05 0.02
H 1.013 8.915 -31.769 -0.01 0.40 -0.21
H -7.584 9.983 -22.435 0.04 -0.25 -0.15
H 0.301 6.554 -33.553 -0.26 0.31 -0.28
O 0.027 13.795 -22.347 -0.04 -1.07 4.92
H 0.223 7.445 -22.152 0.28 -0.18 -0.27
H -9.750 12.984 -22.646 0.02 0.10 -0.21
C -4.192 5.406 -30.071 0.11 0.02 1.57
H -6.257 9.959 -23.639 0.15 0.22 0.15
H -5.958 10.336 -21.867 0.20 0.21 -0.29
H -0.885 8.011 -24.358 0.06 0.58 0.58
H -7.887 15.254 -21.622 -0.32 -0.07 0.47
H -3.693 7.387 -20.742 0.33 -0.06 0.14
C -2.965 8.495 -24.388 -1.17 -2.65 -0.56
O -0.482 12.977 -19.980 2.15 -0.99 -3.98
O -3.608 9.770 -24.565 -0.74 -0.61 0.08
H -1.194 9.754 -28.212 0.53 0.15 -0.36
C 1.139 14.704 -24.253 0.93 -0.23 1.32
H 1.464 14.430 -25.257 -0.06 0.37 0.04
H 0.919 12.578 -23.687 0.14 0.07 -0.44
C 0.985 7.211 -33.017 0.11 -0.54 -1.25
O -7.927 11.996 -24.310 1.38 0.52 2.32
H -0.575 13.479 -24.116 0.19 -0.72 -0.73
H -0.377 8.805 -21.865 0.00 0.49 0.10
H -2.152 8.645 -29.180 -0.23 0.10 0.02
S 0.230 12.553 -21.238 -1.59 -0.35 2.00
H -4.752 7.391 -21.824 -0.11 -0.16 -0.17
C -1.589 8.675 -24.860 0.13 -0.96 -0.81
H -5.021 5.908 -30.571 -0.09 0.13 0.48
O 1.316 8.732 -29.401 -0.74 -0.68 -0.43
C 0.266 8.224 -32.160 1.69 0.24 0.41
H -9.375 15.508 -22.558 -0.21 -0.15 0.28
C -3.773 5.725 -27.787 1.40 0.90 1.90
H -5.676 4.031 -29.212 0.00 -0.03 0.25
```
Forces are in eV/Å.

=====

Entry from the OMol25 dataset: 5 unconnected molecules or ions with the total composition C15H40O5 at a distorted geometry (wB97M-V/def2-TZVPD).

Its SMILES is CC(C)O.CC(C)O.CC(C)O.CC(C)O.CC(C)O. Its energy above the lowest of the compared OMol25 structures with the same formula, charge and spin is 750.7 kJ/mol. The value obtained for the calculated total energy is -26433.953 eV. The orbital gap is 0.350 Eh. As for the charge: 0.

```
60
Properties=species:S:1:pos:R:3:forces:R:3
O 5.645 2.681 0.035 0.27 -0.89 -0.48
H -2.792 2.842 2.650 -0.48 0.28 0.03
H -4.008 -1.747 -1.830 -0.22 -0.06 0.15
H -2.951 -0.695 -0.900 -0.30 0.28 0.12
H -0.106 -0.107 -2.234 0.24 1.04 -0.12
C -1.212 0.778 2.397 0.22 0.79 -0.09
C -0.091 -3.399 -0.615 0.41 0.38 -0.93
H -0.997 -3.362 -0.010 0.04 0.54 0.36
H -0.413 0.042 2.308 0.04 -0.07 1.26
H 5.585 0.555 -0.022 0.14 0.03 0.08
H 3.049 2.346 -0.452 0.30 -0.36 0.31
H -0.003 2.009 -1.685 0.68 0.07 0.24
C 4.988 1.413 0.287 -2.30 1.81 -0.39
H -2.901 -0.688 -4.992 0.36 -0.10 0.34
H -1.081 -1.775 -4.022 0.05 0.01 -0.13
H -0.884 1.523 1.673 -0.59 -0.27 1.02
C -1.737 -1.882 -3.158 -1.09 -0.35 0.78
H -2.655 3.116 4.389 -0.77 0.22 0.05
H -2.065 0.260 1.959 -0.35 0.13 0.45
O -0.520 -4.156 -1.789 0.89 0.37 0.02
H -1.943 0.160 -2.966 -0.60 0.58 0.31
C 1.035 -4.107 0.206 -1.19 0.59 -0.75
C -2.841 2.360 3.626 2.29 0.33 -0.53
O -1.877 0.436 4.616 0.65 0.22 0.83
H 3.865 0.776 2.082 0.27 -0.20 0.11
H -3.772 1.809 3.762 0.27 -0.08 -0.04
C 0.817 1.270 0.329 -0.10 0.74 -0.27
H -1.122 -2.023 -2.269 -1.83 -0.56 -1.62
H -2.245 -2.847 -3.186 -0.45 0.17 -0.52
H 0.721 -5.138 0.371 0.37 -0.25 -0.30
H 0.516 2.041 1.039 0.76 0.59 -0.29
H -2.099 1.334 0.514 0.66 0.00 -0.60
H -0.284 -1.431 -1.857 1.98 -2.83 1.73
H -0.703 2.118 4.039 0.17 -0.14 0.24
H 1.964 -3.987 -0.352 0.10 -0.45 0.22
H 3.261 0.483 -0.738 -0.57 0.20 0.73
H 6.419 2.689 0.603 0.22 0.22 0.02
H 1.353 -1.966 -1.545 0.33 -0.29 0.10
H -0.661 -5.088 -1.610 0.11 -0.01 0.43
O -0.438 -0.011 -1.338 -0.89 6.61 0.05
C 3.688 1.479 -0.616 3.07 -0.52 -0.93
H 1.129 -3.707 1.216 0.06 0.42 -0.14
H -2.413 0.885 5.275 -0.05 -0.43 0.47
H -1.402 2.877 0.003 -0.66 0.29 -0.17
O -3.413 -0.557 -4.190 -1.55 0.57 -0.11
H 5.586 1.342 2.317 -0.14 -0.38 0.40
H -2.343 1.712 -1.097 0.19 0.82 -0.43
H 0.704 0.407 0.985 0.01 -0.32 -0.89
C -2.658 -0.662 -2.992 1.33 -1.04 -1.63
H 4.331 2.484 1.984 -0.26 -0.05 -0.05
H -4.399 -0.034 -1.836 0.27 0.21 0.19
C -1.604 1.852 -0.307 0.39 -0.33 -1.02
C 4.651 1.464 1.771 0.25 -0.06 -0.19
H 0.340 -1.297 -0.238 0.49 -0.91 -0.02
C -1.531 1.486 3.720 -1.99 -1.65 -1.23
H 1.872 1.373 0.076 -1.36 -0.16 0.16
C 0.348 -1.932 -1.124 1.33 -4.22 2.15
C -0.205 1.349 -0.841 -1.99 -1.34 1.36
C -3.575 -0.747 -1.793 0.30 -0.64 -0.62
H 4.076 1.593 -1.628 0.23 0.45 -0.22
```
Forces are in eV/Å.

=====

Entry from the OMol25 dataset: 5 unconnected molecules or ions with the total composition C15H40O5 at a distorted geometry (wB97M-V/def2-TZVPD).

Its SMILES is CC(C)O.CC(C)O.CC(C)O.CC(C)O.CC(C)O. Its energy above the lowest of the compared OMol25 structures with the same formula, charge and spin is 196.3 kJ/mol. The value obtained for the calculated total energy is -26439.698 eV. The orbital gap is 0.372 Eh. As for the charge: 0.

```
60
Properties=species:S:1:pos:R:3:forces:R:3
C 1.232 -3.574 3.445 -1.70 -1.63 -0.61
O 0.593 -3.227 -0.873 -0.16 -0.80 0.59
H 1.389 -5.390 -2.529 -0.09 -0.24 0.12
C 1.477 -3.348 -1.977 0.36 1.00 0.97
H -1.779 0.882 1.825 0.16 0.12 0.18
H 2.085 -5.223 -0.937 -0.05 0.49 0.14
H -0.517 -3.899 4.637 -0.08 -0.19 -0.29
C 0.819 -4.707 2.453 0.40 1.24 -0.84
C 2.049 -4.767 -1.926 -0.36 -0.35 -0.85
H 1.687 -5.310 2.185 -0.02 -0.09 0.21
H -1.785 1.400 -1.972 -0.20 0.13 0.28
H -3.603 3.430 -0.939 -0.19 0.04 0.21
H -0.779 3.842 0.652 0.46 -0.30 -0.39
C -1.853 2.211 -2.697 0.26 -0.09 -0.19
H -3.318 3.577 -3.527 0.46 0.11 -0.02
H -0.040 -5.340 2.674 0.21 0.07 0.77
H 0.342 -2.312 -0.725 -0.10 0.43 -0.27
H -5.037 3.584 -1.991 0.20 0.18 -0.11
O -0.381 -0.544 -0.833 0.03 -0.69 -0.75
C -1.822 0.458 0.821 1.35 0.73 0.62
H 2.266 -1.206 -2.069 -0.76 -0.13 0.13
H -3.730 0.843 -3.518 -0.05 -0.13 0.12
H -1.159 3.008 -2.429 -0.23 0.12 0.34
C 2.537 -2.244 -1.880 1.43 -0.05 -0.27
H -0.249 4.909 1.905 -0.35 0.35 0.06
H 1.804 -2.832 2.889 -0.17 0.29 -0.05
H 2.623 4.343 -1.074 0.02 0.29 -0.26
O 1.726 3.475 1.112 2.12 -3.45 1.22
H 0.634 -1.054 1.553 -0.27 -0.29 -0.36
O -3.923 1.739 -3.803 -0.40 -0.53 -0.62
C -3.286 2.653 -2.950 -1.00 0.59 0.69
O 2.053 -4.186 4.396 0.82 -0.17 0.76
H -0.113 1.369 -0.195 -0.05 0.22 0.19
H -1.452 1.800 -3.624 -0.09 0.06 -0.22
H 3.389 -2.379 -2.547 -0.18 -0.42 -0.64
H 0.854 -3.190 -2.857 0.33 -0.18 -0.50
H -0.570 5.544 0.246 -0.35 0.21 0.33
H -0.420 -0.121 -1.694 -0.01 0.09 0.05
H 1.687 3.500 2.071 -0.09 0.16 -0.02
H 1.207 5.444 -1.414 0.48 0.31 0.16
C -0.377 0.398 0.222 0.02 -0.23 0.94
H 3.028 -4.888 -2.391 0.10 0.37 0.04
H 0.120 -2.351 4.937 0.50 0.27 -0.03
C 1.571 4.560 -0.889 0.25 -0.40 -2.18
H 1.819 5.472 0.978 0.12 0.39 0.02
H 0.529 -4.198 1.534 -0.01 -0.01 -0.26
H -2.396 1.193 0.257 -0.35 -0.47 -0.23
H 2.424 -3.490 4.944 0.11 -0.03 0.23
C 0.774 -0.045 1.164 -0.42 -0.03 0.50
H 3.087 -2.254 -0.939 -0.53 -0.16 0.54
H 0.887 0.530 2.083 -0.30 0.53 -0.16
C -4.204 2.941 -1.706 0.78 -0.16 -0.59
H -2.303 -0.510 0.956 0.10 -0.01 -0.55
C 1.314 4.611 0.538 -2.13 1.71 0.64
H -4.692 2.049 -1.313 0.43 -0.26 0.08
H -0.758 -2.580 3.465 0.05 -0.19 -0.28
H 0.990 3.770 -1.366 0.02 -0.43 0.16
C -0.039 -3.063 4.126 -0.09 0.43 0.36
H 1.753 -0.028 0.683 -0.19 0.08 -0.34
C -0.163 4.722 0.834 -0.59 1.10 0.22
```
Forces are in eV/Å.

=====

Entry from the OMol25 dataset: a molecular structure, C15H41AgGeN5O4SSe (wB97M-V/def2-TZVPD).

Its energy above the lowest of the compared OMol25 structures with the same formula, charge and spin is 17.1 kJ/mol. The value obtained for the calculated total energy is -168554.348 eV. The orbital gap is 0.309 Eh. As for the charge: +1.

```
69
Properties=species:S:1:pos:R:3:forces:R:3
C -4.964 1.273 1.066 0.11 0.02 0.13
H 2.630 0.100 1.653 0.08 0.03 0.00
H 4.446 -2.249 -0.111 0.00 -0.02 0.00
Se 1.432 1.362 -0.634 -0.10 0.22 0.08
Ge 1.760 4.207 0.905 0.03 -0.04 -0.01
Ag 0.067 -1.006 -0.493 -0.04 -0.01 -0.10
H -3.071 -3.731 -2.077 0.02 0.03 -0.02
H 1.416 6.524 -0.143 0.00 -0.01 -0.01
H 1.907 6.669 1.546 0.00 0.00 0.01
H -5.218 -1.671 0.310 -0.03 0.00 -0.03
C -1.685 -3.849 -0.583 -0.09 -0.22 0.04
O -2.342 -0.897 -0.074 -0.03 0.11 0.08
H -4.888 1.186 2.152 -0.03 0.00 -0.01
C 3.659 3.988 0.445 -0.25 0.02 0.04
H -3.576 -4.273 0.097 -0.01 -0.01 0.07
N -2.600 -4.198 0.328 -0.05 0.05 -0.15
S -0.067 -3.690 -0.128 0.32 0.12 -0.02
N -2.090 -3.726 -1.851 -0.12 0.13 0.04
C 1.345 3.403 2.657 0.07 0.10 -0.24
C -2.158 1.081 1.280 0.05 -0.08 -0.05
C 2.836 -0.960 1.495 -0.19 -0.03 0.06
H 0.363 3.730 3.000 -0.01 -0.01 -0.01
C 1.881 -1.764 2.353 0.03 0.02 -0.11
N 1.126 -3.562 -3.457 0.03 -0.08 0.38
C 0.667 3.158 -0.397 0.08 0.00 0.16
N 0.899 -1.975 -5.113 0.08 -0.01 -0.04
H 2.977 -3.254 0.021 0.03 -0.02 -0.01
H 1.189 -2.639 -5.808 0.00 -0.01 0.00
C -0.366 -1.977 2.982 -0.01 0.03 0.03
C 1.884 1.514 -2.512 0.01 -0.01 -0.02
H 2.310 0.560 -2.816 -0.01 0.00 -0.01
H -2.304 2.078 0.861 0.02 0.02 0.05
H -0.287 -3.059 2.844 -0.02 0.02 -0.03
H 0.492 -1.113 -5.425 -0.01 0.01 0.04
O 2.678 -1.189 0.105 0.16 -0.23 0.01
H -5.953 -0.384 -0.667 0.00 0.02 0.01
O 0.557 -1.293 2.157 0.19 0.09 0.02
C 3.387 -2.320 -0.375 -0.05 0.04 0.08
C -2.911 0.054 0.476 -0.07 -0.08 -0.01
H -6.014 1.224 0.798 0.00 -0.02 -0.03
H 1.103 -3.793 -2.468 -0.09 0.04 -0.15
H -0.348 3.039 -0.021 -0.02 0.07 -0.06
C 1.271 6.114 0.856 0.03 -0.29 0.00
H -0.190 -1.740 4.037 -0.01 0.01 -0.01
H 2.616 2.308 -2.637 0.01 -0.01 -0.01
C 0.714 -2.319 -3.810 -0.17 0.38 -0.09
H -2.504 1.094 2.314 -0.03 0.04 0.00
H -1.363 -1.647 2.694 -0.01 -0.02 0.00
H -1.100 0.825 1.266 0.00 0.02 0.00
N -4.248 0.200 0.389 -0.06 0.01 -0.10
H 1.336 2.315 2.572 0.02 -0.01 0.03
C -5.011 -0.809 -0.331 0.09 -0.04 0.03
H 0.987 1.720 -3.089 0.00 -0.04 -0.02
H 1.677 -4.134 -4.072 -0.02 0.05 0.02
H 0.233 6.269 1.149 -0.01 -0.01 0.00
H 3.910 2.932 0.353 0.01 0.01 0.02
H -4.439 -1.146 -1.192 -0.01 0.00 0.00
H 3.291 -2.323 -1.460 -0.03 -0.01 0.01
H -4.584 2.252 0.771 -0.02 -0.01 -0.01
H 2.081 3.685 3.409 0.01 0.00 0.00
H 0.618 3.630 -1.377 -0.01 -0.02 -0.01
H 3.882 4.482 -0.501 0.00 0.01 0.00
H 1.930 -2.831 2.099 0.01 -0.01 0.07
H 2.167 -1.642 3.405 0.00 -0.05 0.01
H 4.287 4.432 1.217 -0.01 0.01 0.00
H -1.468 -3.272 -2.500 0.11 0.05 -0.02
H 3.868 -1.167 1.797 0.00 0.00 0.01
H -2.308 -4.276 1.285 -0.02 -0.05 0.02
O 0.176 -1.531 -3.021 0.08 -0.35 -0.14
```
Forces are in eV/Å.